{"formula": "C20H25N3O4S", "method": "ωB97M-V with the def2-TZVPD basis set", "species": ["C", "O", "C", "C", "O", "N", "C", "C", "C", "O", "C", "C", "C", "C", "C", "O", "N", "C", "C", "C", "N", "C", "C", "S", "C", "C", "C", "C", "H", "H", "H", "H", "H", "H", "H", "H", "H", "H", "H", "H", "H", "H", "H", "H", "H", "H", "H", "H", "H", "H", "H", "H", "H"], "coordinates": [[-0.436, -7.541, 3.690], [-0.242, -6.632, 2.636], [-1.411, -5.911, 2.315], [-1.255, -5.108, 1.022], [-2.095, -5.203, 0.147], [-0.184, -4.298, 0.909], [0.789, -3.998, 1.931], [0.655, -2.538, 2.369], [0.823, -1.613, 1.162], [0.618, -0.289, 1.624], [0.964, 0.770, 0.844], [0.555, 2.018, 1.320], [0.829, 3.164, 0.607], [1.504, 3.093, -0.608], [1.755, 4.357, -1.368], [2.507, 5.220, -0.960], [1.078, 4.473, -2.542], [1.163, 5.710, -3.284], [0.121, 3.488, -3.001], [-0.945, 3.208, -1.993], [-1.586, 4.102, -1.334], [-2.493, 3.564, -0.488], [-2.564, 2.209, -0.503], [-1.437, 1.563, -1.627], [1.959, 1.861, -1.053], [1.691, 0.705, -0.340], [-0.197, -1.999, 0.085], [-0.042, -3.476, -0.275], [0.518, -8.040, 3.846], [-1.202, -8.284, 3.438], [-0.736, -7.025, 4.611], [-1.683, -5.225, 3.136], [-2.254, -6.597, 2.154], [0.668, -4.669, 2.776], [1.789, -4.161, 1.512], [1.406, -2.300, 3.122], [-0.331, -2.364, 2.803], [1.845, -1.725, 0.771], [0.016, 2.058, 2.253], [0.504, 4.125, 0.975], [0.198, 6.221, -3.288], [1.901, 6.339, -2.789], [1.481, 5.517, -4.311], [-0.346, 3.886, -3.908], [0.616, 2.546, -3.263], [-3.086, 4.219, 0.124], [-3.201, 1.561, 0.063], [2.533, 1.795, -1.966], [2.055, -0.235, -0.724], [-0.071, -1.381, -0.805], [-1.200, -1.822, 0.478], [-0.812, -3.780, -0.986], [0.946, -3.655, -0.713]], "forces_ev_per_a": [[-0.03, -0.05, 0.11], [0.06, 0.12, -0.31], [-0.23, -0.08, 0.06], [-0.01, -0.38, 0.31], [-0.35, -0.09, -0.08], [0.31, 0.15, -0.24], [0.02, 0.20, 0.46], [0.26, 0.14, -0.31], [-0.26, -0.37, -0.05], [0.02, 0.13, 0.12], [0.03, 0.29, -0.08], [0.04, -0.18, -0.01], [0.07, -0.10, -0.08], [0.30, -0.15, 0.20], [0.01, -0.17, -0.08], [0.11, 0.16, 0.26], [-0.03, 0.06, -0.24], [0.18, 0.21, -0.02], [0.14, -0.11, -0.09], [-0.37, -1.09, -0.09], [0.37, 0.87, -0.33], [-0.32, -0.50, 0.24], [0.09, -0.14, -0.20], [-0.11, 0.84, 0.06], [-0.04, 0.32, 0.08], [0.03, -0.34, 0.19], [0.34, 0.03, 0.07], [-0.27, 0.14, -0.28], [-0.06, -0.04, 0.07], [0.02, 0.01, 0.01], [0.02, -0.03, -0.01], [0.02, -0.06, -0.06], [0.12, 0.17, -0.03], [0.08, 0.05, -0.09], [-0.02, -0.06, 0.08], [0.02, 0.02, 0.04], [-0.05, -0.01, 0.04], [-0.08, 0.02, 0.04], [-0.08, 0.01, 0.11], [-0.05, 0.09, 0.05], [-0.01, 0.00, -0.02], [-0.08, 0.00, -0.12], [-0.02, 0.05, -0.02], [0.08, -0.09, 0.10], [-0.10, 0.11, -0.09], [-0.15, 0.04, 0.16], [-0.18, -0.09, 0.18], [0.03, -0.01, -0.12], [0.01, -0.11, 0.00], [-0.02, 0.01, -0.03], [-0.04, 0.02, 0.02], [0.20, 0.03, 0.05], [-0.03, -0.02, -0.02]], "lumo_ev": 0.507, "homo_lumo_gap_ev": 9.04, "relative_energy_kcal_mol": 63.8, "energy_ev": -44641.29966, "charge": 0}